ORCA calculation (ωB97M-V/def2-TZVPD) on a molecular structure, C65H148F12N6OP3 at a distorted geometry.

The geometry in XYZ format:
```
235
Properties=species:S:1:pos:R:3:forces:R:3:lowdin_charge:R:1
C -11.4053 10.7318 14.8490 1.253 -0.855 1.158 -0.1271
C -11.9759 11.3186 13.6129 0.293 1.618 -0.340 -0.2588
C -12.5749 12.7512 13.7977 -0.596 -1.102 -0.322 -0.2185
C -13.5672 12.8112 14.9745 1.102 -2.350 0.426 -0.3106
P -14.7780 14.0330 14.8829 -1.332 2.471 -1.451 1.0235
C -15.7818 14.2572 16.3336 0.810 0.435 1.258 -0.2762
C -16.4349 12.9499 16.6664 -0.155 0.483 -0.081 -0.2938
C -17.5780 13.0322 17.6284 -0.836 -0.309 0.286 -0.2380
C -18.1083 11.6111 17.8168 -0.900 0.089 0.176 -0.1071
C -13.9605 15.6306 14.5166 -0.324 -1.093 -1.588 -0.2490
C -14.6474 16.9196 14.8685 -1.903 -0.273 -1.302 -0.2308
C -15.6336 17.4129 13.7549 -0.378 -0.860 1.135 -0.2507
C -16.0268 18.8651 14.0221 1.667 1.535 0.309 -0.1101
C -15.9456 13.8549 13.4044 1.148 0.176 0.430 -0.2184
C -16.7612 12.6394 13.0924 -0.509 -2.185 1.277 -0.2527
C -16.0446 11.2891 12.7842 -1.609 -0.038 -0.551 -0.2174
C -17.1101 10.2890 12.2280 0.597 0.752 1.094 -0.0897
H -10.8484 11.4392 15.4747 -0.436 0.350 -0.036 0.0823
H -10.5875 9.9800 14.6916 -1.209 0.158 -0.196 0.0994
H -12.2389 10.3180 15.4181 0.434 -0.292 0.428 0.0709
H -12.7866 10.6897 13.2305 0.352 -0.008 -0.252 0.1082
H -11.1763 11.4701 12.8877 -0.255 -0.371 -0.399 0.1168
H -13.1371 12.8382 12.8829 -0.227 0.699 -0.541 0.0901
H -11.8303 13.5485 13.8461 -0.006 -0.212 0.096 0.1185
H -12.9773 12.9512 15.8801 -0.183 0.061 0.334 0.1157
H -14.0758 11.8117 15.0867 0.386 0.897 -0.102 0.1102
H -16.4922 15.0428 16.0937 -0.265 0.106 -0.087 0.0885
H -15.2161 14.6392 17.2310 -0.219 -0.222 -1.055 0.1389
H -15.6796 12.2668 16.9793 0.606 -0.697 0.599 0.1098
H -16.8043 12.5458 15.7541 -0.537 -0.602 -0.834 0.0756
H -18.3427 13.7268 17.2007 0.441 -0.496 0.575 0.1290
H -17.2643 13.3897 18.6129 0.008 0.369 -0.194 0.1203
H -18.4204 11.1648 16.8870 -0.093 -0.056 -0.641 0.0640
H -18.9853 11.5150 18.4665 0.216 0.328 0.079 0.0757
H -17.3520 10.9521 18.2060 0.486 -0.181 0.327 0.0687
H -13.9893 15.5856 13.4084 0.588 0.024 0.322 0.0928
H -12.9190 15.5731 14.7919 0.313 -0.011 0.367 0.0969
H -13.9432 17.6884 14.8677 1.434 1.168 0.801 0.0935
H -15.2322 16.8436 15.7649 0.121 0.340 0.807 0.0840
H -16.5137 16.7302 13.8082 0.351 0.600 -0.440 0.0964
H -15.1178 17.3082 12.7845 -0.462 0.098 0.211 0.1157
H -16.2607 19.1689 15.0769 -0.167 -0.980 -0.753 0.0726
H -16.8193 19.2506 13.3725 0.227 -0.173 0.076 0.0727
H -15.0725 19.4844 13.8464 -1.368 -0.647 -0.138 0.0983
H -15.3730 14.1642 12.5234 0.212 -0.123 0.167 0.1043
H -16.6079 14.6766 13.5938 -0.474 0.597 0.100 0.0714
H -17.3855 12.7645 12.2395 -0.190 0.877 -1.055 0.1023
H -17.5530 12.4758 13.8454 0.502 -0.004 0.156 0.1108
H -15.5956 10.7929 13.6389 0.608 0.365 0.077 0.0898
H -15.3790 11.5258 11.9509 0.573 -0.405 0.356 0.1114
H -16.7433 9.3704 11.8410 0.774 -0.639 -0.378 0.0659
H -17.6480 10.7780 11.4763 -0.726 0.678 -1.543 0.0512
H -17.8767 10.0071 12.9257 -0.184 0.020 0.903 0.0690
C -19.1997 4.2525 23.3609 0.906 1.303 -0.331 -0.0326
C -17.2689 4.6027 24.8689 1.391 3.476 2.561 0.1061
C -17.8392 3.7748 23.9163 -0.535 2.120 -0.292 -0.2063
C -24.6476 -1.7787 16.1853 -1.965 1.432 0.401 0.1973
N -25.6720 -1.0053 16.0458 0.545 0.808 -0.302 -0.1459
C -29.7093 -0.1176 13.6425 -0.607 1.487 -4.985 0.0487
C -28.9595 -0.4677 14.7343 0.463 -1.496 2.323 -0.3117
C -27.7386 -1.3554 14.5263 1.297 -0.167 1.598 -0.1184
C -26.2941 -0.6483 14.7194 -0.383 -1.464 -0.356 -0.0641
C -26.2295 -0.3289 17.2443 1.266 -1.622 0.077 0.0334
H -19.3288 5.3685 23.2509 1.139 -0.855 0.257 0.1044
H -19.9688 4.0701 24.0619 -1.150 -1.159 0.142 0.0738
H -19.2368 3.9091 22.3493 -0.908 -0.846 -0.337 0.0753
H -16.2406 4.9240 24.7544 0.506 -0.669 0.379 0.1017
H -17.6809 4.9846 25.8620 -0.268 -0.329 -1.790 0.1415
H -16.9867 3.3553 23.4280 -0.409 -0.555 -1.443 0.1330
H -17.8703 3.3418 24.9426 -0.635 -2.531 0.920 0.1535
H -24.1624 -1.8862 17.1376 -0.027 -0.118 0.297 0.1279
H -24.3585 -2.3070 15.3437 0.936 -0.941 -1.488 0.1001
H -30.6821 0.3295 13.6137 -0.283 0.305 0.639 0.0339
H -29.2694 -0.2619 12.6178 -0.690 -0.257 0.968 0.1011
H -29.8024 -1.2270 14.7645 0.135 -0.359 1.118 0.0935
H -29.1162 0.1553 15.6389 0.437 -0.527 -0.260 0.1436
H -27.8289 -1.9468 13.5880 0.315 0.773 0.454 0.1344
H -27.7479 -2.1352 15.3376 -0.088 0.563 -0.731 0.1277
H -26.3498 0.4292 14.7174 -0.172 0.308 -0.011 0.1245
H -25.5673 -0.9460 13.9444 -0.443 -0.003 0.319 0.1307
H -25.4523 0.1683 17.7711 0.946 0.408 0.316 0.0981
H -26.5075 -1.1733 17.8461 -0.930 0.109 0.649 0.1128
H -26.9590 0.4034 17.0661 -1.288 0.417 -0.672 0.0858
C -26.5805 15.0331 17.5481 -0.485 -0.556 -0.372 -0.0910
C -26.3876 16.2903 18.4255 1.816 -2.330 1.992 -0.2837
C -27.5139 17.1943 18.6651 -2.639 -0.433 -0.181 -0.2220
C -27.8340 17.9723 17.4079 0.059 -0.605 -1.585 -0.1003
N -29.0966 18.8203 17.3205 -0.755 -1.713 -1.542 -0.2460
C -30.3744 17.9954 17.2179 0.637 -0.310 -1.663 -0.0820
C -31.3898 19.0254 16.7814 -0.524 -0.614 -0.398 -0.1438
C -30.6968 19.9651 15.8102 0.292 -1.712 -1.289 -0.1319
C -29.2266 19.6215 16.0222 1.378 1.431 0.666 -0.0800
C -29.1578 19.7877 18.4162 -0.470 0.220 0.627 0.0170
H -25.5677 14.6377 17.3115 -0.811 0.401 -0.451 0.0856
H -27.2345 15.2333 16.6576 1.181 0.024 0.292 0.0740
H -27.1119 14.1404 17.9519 0.277 0.906 0.633 0.0811
H -25.5809 16.8641 18.0337 0.933 0.379 -0.520 0.0987
H -26.0144 15.9607 19.4877 -0.551 0.378 -1.870 0.1432
H -27.2609 17.8744 19.4234 0.177 0.862 1.330 0.0833
H -28.3211 16.5041 19.0015 -0.122 0.915 -0.126 0.1433
H -27.8542 17.1895 16.6083 -0.394 1.077 0.178 0.1338
H -27.0127 18.6579 17.1856 -0.045 -0.012 0.059 0.1240
H -30.5287 17.5624 18.1482 -0.621 -0.664 1.835 0.1062
H -30.2690 17.1274 16.5068 0.364 1.154 0.373 0.1642
H -31.6269 19.5716 17.6454 -0.671 0.821 1.210 0.0952
H -32.3203 18.6066 16.4223 -0.047 -0.244 -0.152 0.1331
H -31.0175 20.9654 15.8807 0.113 1.401 0.866 0.1003
H -30.9300 19.7873 14.7461 0.021 -0.531 0.435 0.1319
H -28.5978 20.4912 16.2499 0.073 -0.127 -0.741 0.1268
H -28.8489 19.0563 15.1845 0.360 -0.305 0.058 0.1390
H -28.1561 20.1498 18.5889 0.143 0.316 0.117 0.0747
H -29.5719 19.3272 19.3113 0.154 -0.118 0.032 0.1266
H -29.8287 20.5890 18.1097 0.255 0.107 0.229 0.1126
C -28.6297 23.9137 14.5435 1.142 -0.449 0.223 -0.0971
C -29.5858 24.9733 15.0614 1.038 -0.997 -0.823 -0.2652
C -29.3386 25.3683 16.4785 0.693 0.746 0.884 -0.1871
C -28.1049 26.3007 16.5752 0.265 -0.648 1.389 -0.0666
N -27.6988 26.6869 18.0517 -0.655 1.130 -1.685 -0.2752
C -28.8109 27.3307 18.8510 -1.914 -1.350 -1.479 -0.1326
C -28.2815 28.2086 19.9112 2.202 -0.089 0.708 -0.1230
C -26.7712 28.3604 19.4643 -0.014 0.250 0.464 -0.1266
C -26.6420 27.8080 18.0337 -0.366 -0.916 0.642 -0.0651
C -27.1783 25.5054 18.7119 0.332 -0.329 0.053 0.0032
H -28.9626 23.4511 13.6329 -0.213 0.248 -0.760 0.0659
H -28.5560 23.0260 15.2042 0.165 0.658 0.187 0.0675
H -27.6096 24.3306 14.3571 -0.685 -0.521 0.213 0.0902
H -30.5768 24.5761 14.9544 -0.688 0.158 -0.012 0.1099
H -29.4609 25.8594 14.4542 -0.411 0.249 -0.417 0.1174
H -29.1635 24.4875 17.1360 -0.517 0.556 -0.362 0.1205
H -30.2442 25.9350 16.6986 0.135 -0.045 0.956 0.1205
H -28.2100 27.2044 16.0024 -0.345 0.554 0.007 0.1285
H -27.1933 25.8183 16.2127 -0.192 -0.131 -0.061 0.1290
H -29.4856 26.5393 19.1907 0.236 0.002 0.052 0.1423
H -29.3748 27.8454 18.0889 -0.262 0.569 -0.078 0.1350
H -28.3002 27.7375 20.9207 -0.256 0.514 -0.750 0.1341
H -28.6927 29.2196 19.9329 -0.437 -0.476 0.070 0.1271
H -26.1134 27.8334 20.1919 -0.235 0.637 -0.698 0.1223
H -26.6240 29.4321 19.4749 0.880 0.038 0.044 0.1143
H -25.6667 27.4069 17.7220 -0.300 -0.066 0.461 0.1459
H -26.9346 28.4848 17.2462 -0.316 0.452 0.033 0.1287
H -27.9530 24.7565 18.8685 0.103 0.091 -0.077 0.1048
H -26.7984 25.8507 19.6599 0.376 -0.390 0.333 0.1078
H -26.4121 25.1420 18.0352 0.312 -0.501 0.490 0.1122
C -12.1436 22.1354 18.9373 -0.925 1.611 -0.418 -0.0986
C -13.1612 21.3694 18.1102 -0.367 -0.386 -2.898 -0.2778
C -14.3013 20.7429 18.9157 0.436 0.232 1.815 -0.1701
C -14.8548 21.9118 19.7327 -0.401 -0.715 -0.992 -0.1613
N -16.2451 21.7668 20.2337 0.182 1.540 -0.384 -0.2764
C -17.2762 21.7029 19.1255 -0.618 -1.342 -0.331 -0.0715
C -18.6037 22.1472 19.7384 0.938 -1.358 1.198 -0.1201
C -18.1287 23.0584 20.8686 -0.957 -0.674 0.505 -0.1467
C -16.6215 23.0507 20.8628 -1.531 -0.243 0.740 -0.1069
C -16.3719 20.6343 21.1436 -1.073 0.015 -0.060 0.0527
H -12.6542 22.9191 19.5680 0.812 -0.281 -1.026 0.0785
H -11.2981 22.5956 18.3371 -1.031 -0.814 0.945 0.1142
H -11.8867 21.4114 19.6527 1.508 -0.808 1.100 0.0580
H -12.6710 20.5005 17.6228 0.071 0.625 0.083 0.1127
H -13.5647 21.9943 17.2212 0.385 -0.858 1.490 0.1413
H -13.8642 20.0041 19.6714 -0.501 0.696 -1.106 0.1454
H -15.0862 20.2244 18.3553 0.385 0.185 -0.229 0.0980
H -14.9068 22.8066 19.1552 0.052 0.573 -0.900 0.1213
H -14.1566 22.1636 20.4981 -0.094 -0.100 1.196 0.1234
H -17.3314 20.6856 18.7321 0.209 0.225 -0.063 0.1061
H -16.9659 22.3848 18.3631 0.384 0.414 -0.492 0.1429
H -19.1268 21.2591 20.1895 0.366 0.801 -0.672 0.1188
H -19.2645 22.6048 19.0563 -0.555 0.444 -0.977 0.1088
H -18.5673 22.5981 21.7479 0.400 0.317 0.619 0.1120
H -18.4692 24.0625 20.8553 -0.518 0.905 -0.262 0.1125
H -16.3206 23.0842 21.8727 1.068 0.100 1.032 0.1307
H -16.2696 23.9003 20.3197 0.617 0.220 -0.526 0.1416
H -16.0436 19.8086 20.5381 0.320 -0.770 0.482 0.1012
H -17.4420 20.5156 21.3188 0.164 -0.242 0.288 0.1073
H -15.8584 20.8492 22.0810 0.233 -0.353 -0.263 0.1309
C -20.5312 15.7854 21.6479 0.379 1.009 -3.471 -0.0926
C -20.5399 17.3020 21.7250 -2.012 0.175 2.036 -0.2500
C -21.8462 17.8194 21.0796 1.298 -1.287 -2.467 -0.1928
C -22.1865 19.2166 21.3791 -1.154 1.786 0.692 -0.1205
N -23.4902 19.4191 22.1231 -0.026 -1.845 0.943 -0.2743
C -23.3523 18.9261 23.5665 -1.766 1.218 0.688 -0.0605
C -24.5539 17.9681 23.8651 -0.231 1.431 -1.502 -0.1036
C -24.7586 17.3679 22.4626 -0.697 -0.501 -0.314 -0.1572
C -24.5725 18.5792 21.5029 -0.718 -1.525 1.130 -0.1135
C -23.9036 20.8309 22.1535 -0.377 0.224 -1.647 0.0098
H -21.4971 15.4032 21.8987 -0.570 -0.381 0.415 0.0508
H -19.7947 15.4896 22.3391 1.029 -1.245 0.319 0.0569
H -20.3599 15.5235 20.4989 0.106 0.076 2.574 0.1270
H -19.6448 17.7834 21.3649 0.130 0.006 -0.604 0.0846
H -20.5718 17.5851 22.8277 -0.016 -0.251 -0.965 0.1153
H -22.7248 17.1596 21.1788 0.861 0.133 0.466 0.0882
H -21.6977 17.7602 19.9382 0.009 0.124 1.499 0.1597
H -22.4157 19.7093 20.4677 0.320 0.954 -0.876 0.1146
H -21.5012 19.7933 22.0041 0.493 -0.237 -0.419 0.1449
H -23.2883 19.8743 24.1521 -0.179 -1.032 -0.038 0.1437
H -22.4502 18.4078 23.6916 1.319 -0.757 -0.116 0.0965
H -25.4885 18.5305 24.0942 0.814 -0.348 0.387 0.1300
H -24.2977 17.2246 24.6030 -0.113 0.008 0.338 0.1172
H -25.7698 16.8947 22.2996 0.954 0.595 0.289 0.1348
H -24.0248 16.5667 22.3154 -0.173 0.221 -0.158 0.0991
H -25.4617 19.1668 21.6069 -0.557 0.329 -0.339 0.1105
H -24.4497 18.2699 20.4581 0.446 0.610 0.278 0.1381
H -23.0624 21.4322 22.4595 0.183 0.231 0.259 0.1094
H -24.7743 20.9676 22.8214 0.486 -0.120 -0.468 0.1335
H -24.1334 21.0488 21.0869 -0.139 0.387 0.972 0.0849
C -31.1891 12.7597 4.0799 0.863 -1.078 -1.525 -0.0476
C -31.2936 11.2763 3.6318 -4.557 4.901 1.530 -0.4825
C -30.3337 10.4250 3.8769 3.360 -4.323 -1.311 -0.1416
O -32.7344 4.6705 7.5849 1.783 -2.204 1.136 -0.0076
C -32.0649 3.8394 8.0158 -1.781 2.204 -1.136 0.0076
N -32.5299 10.6942 3.0140 -1.927 2.575 1.470 0.2020
H -32.5929 9.7295 2.7643 0.800 -1.238 0.346 0.1453
H -33.2518 10.8893 3.7639 0.474 -0.645 -1.088 0.1933
H -32.9454 11.1312 2.1787 0.565 0.604 -0.136 0.1692
H -30.9181 13.2879 3.0809 -0.723 0.231 1.870 0.1085
H -30.2479 12.7459 4.7117 -1.173 0.301 -0.813 0.0876
H -32.0061 13.2095 4.7184 0.620 -0.389 -1.160 0.0875
H -30.7144 9.4347 4.2356 0.757 -0.015 -1.138 0.0965
H -29.8729 10.4068 2.4308 0.509 -1.132 2.725 0.1904
H -29.6131 10.7096 4.6403 0.477 0.273 -0.817 0.0862
H -33.2308 0.1104 16.9941 0.397 -0.478 -0.627 -0.1441
H -32.2279 -1.7413 14.7935 0.116 0.733 0.240 -0.0788
H -26.0057 16.1320 4.2646 -0.086 -0.087 0.014 -0.1756
P -18.0420 17.6276 18.0541 -1.937 0.370 0.333 0.1850
F -16.8004 16.6532 17.9145 0.249 -1.175 0.425 -0.1415
F -16.9340 18.8394 17.9683 -0.289 0.248 -0.022 -0.1987
F -18.2677 17.6022 16.4835 0.474 0.621 -0.827 -0.1402
F -19.2212 18.7625 18.2143 0.168 -0.370 -0.265 -0.1862
F -19.1485 16.3792 18.0862 0.905 0.742 0.836 -0.1980
F -17.9752 17.6467 19.6848 0.550 -0.460 -0.348 -0.1762
P -25.3676 21.4683 18.4042 -0.185 0.279 0.945 0.1953
F -25.0808 22.4180 19.7152 -0.097 -0.572 -0.559 -0.1811
F -26.9383 22.1095 18.3923 1.252 -0.373 -0.301 -0.2177
F -24.7886 22.5542 17.4286 -0.392 1.265 -0.243 -0.1188
F -25.7227 20.5642 17.1475 -0.465 -0.646 -0.496 -0.1411
F -23.8631 20.8403 18.4942 -0.550 -0.255 0.567 -0.1621
F -25.9300 20.2591 19.3771 0.149 0.353 0.066 -0.1899
```
Forces are in eV/Å.

Total charge   +5
Orbital gap   0.0259 Eh
E_HOMO   -9.7 eV